Record 1
ORCA calculation (ωB97M-V/def2-TZVPD) on a 5-piece molecular cluster, C7H24N6O7 overall in a non-equilibrium geometry.

SMILES   NC(N)=O.NC(N)=O.NC(N)=O.OCCO.OCCO
ΔE to the lowest compared entry with this formula, charge and spin   8.9 kcal/mol
Highest occupied orbital energy   -0.3500 Eh
Frontier orbital gap   9.60 eV
Multiplicity   1

Each line ends with the Löwdin charge.
Cartesian coordinates (Å):
N  1.6211  -0.2143  -2.6487  0.158
C  2.8601  -0.1564  -2.0559  -0.659
N  3.1312  -1.1910  -1.2242  0.186
O  3.5995  0.8321  -2.1267  -0.017
H  1.4743  0.3986  -3.4265  0.099
H  0.9952  -0.9042  -2.2745  0.064
H  2.5610  -2.0163  -1.2780  0.059
H  3.9319  -1.1317  -0.6007  0.081
N  -0.0036  -2.8853  -0.9571  0.146
C  0.7417  -3.8910  -1.5135  -0.669
N  0.1430  -4.5035  -2.5971  0.148
O  1.8286  -4.1902  -1.0328  0.027
H  -0.9606  -2.7899  -1.2318  0.092
H  0.4194  -2.3349  -0.2101  0.069
H  -0.8479  -4.4193  -2.7007  0.085
H  0.5830  -5.3931  -2.7865  0.107
N  3.7620  1.4919  0.7941  0.166
C  4.5546  0.5756  1.4264  -0.663
N  4.4990  0.6264  2.7843  0.146
O  5.1193  -0.3072  0.7762  0.011
H  3.7142  1.3796  -0.2180  0.067
H  3.4853  2.3490  1.2315  0.096
H  3.6021  0.8502  3.1679  0.089
H  5.1840  0.1000  3.2966  0.104
O  -4.5535  2.0199  -0.2395  -0.086
C  -4.9517  2.8655  0.8320  -0.229
C  -6.0552  2.1264  1.5882  -0.266
O  -5.7852  0.7978  1.9665  -0.064
H  -3.6658  1.6499  -0.1491  0.039
H  -4.0887  3.1606  1.4312  0.118
H  -5.3859  3.7814  0.4299  0.113
H  -6.9529  2.1673  0.9603  0.115
H  -6.3114  2.6542  2.5104  0.118
H  -5.4321  0.3612  1.1791  0.079
O  -1.7834  1.4439  -0.2433  -0.074
C  -0.4577  1.3212  0.2668  -0.217
C  -0.2999  0.0425  1.0226  -0.153
O  0.9128  -0.6662  0.5487  -0.143
H  -1.7780  1.3292  -1.1982  0.102
H  0.2980  1.5376  -0.4912  0.124
H  -0.2350  2.1289  0.9798  0.121
H  -1.0312  -0.7327  0.8037  0.118
H  -0.0937  0.1901  2.0828  0.122
H  1.6523  -0.4539  1.1251  0.072

Record 2
ORCA calculation (ωB97M-V/def2-TZVPD) on C7H24NO11V2 as an isolated structure in a non-equilibrium geometry.

Highest occupied orbital energy   -0.4964 Eh
Frontier orbital gap   7.10 eV
Charge   +1
Multiplicity   1

Each line ends with the Löwdin charge.
Cartesian coordinates (Å):
O  0.6245  5.8331  0.6270  -0.240
V  0.0553  4.3744  0.9865  1.155
O  -1.0132  4.6036  2.1876  -0.257
O  3.5896  0.5400  -2.0174  -0.276
V  2.9512  1.9568  -1.5383  1.182
O  3.7510  3.2859  -2.0283  -0.250
N  1.2455  -1.6083  0.6745  0.306
H  1.1319  -2.3552  -0.0278  0.093
H  2.0783  -1.7840  1.2292  0.149
H  0.3812  -1.5272  1.2494  0.121
H  1.2889  -0.6946  0.1779  0.079
C  0.6233  1.9769  -0.0724  -0.837
O  1.0724  0.8884  -0.5763  -0.091
O  1.2657  3.0339  -0.4072  -0.130
O  -0.3292  2.0907  0.7529  -0.067
O  -1.6072  0.3839  -2.2626  -0.050
H  -0.8183  0.2818  -1.7199  -0.015
H  -2.2167  0.9241  -1.7235  0.010
O  -3.0658  2.0263  -0.3228  -0.034
H  -3.2103  2.9778  -0.2590  0.059
H  -2.2096  1.8755  0.0965  -0.006
C  1.8366  -2.3051  -3.5888  -0.048
C  0.7820  -2.5616  -2.4998  -0.475
C  -0.5017  -3.0769  -3.1441  -0.044
O  1.3106  -3.4748  -1.5281  -0.076
H  1.5661  -1.4360  -4.1927  0.087
H  1.7927  -3.1668  -4.2628  0.083
H  2.8727  -2.2165  -3.2688  0.075
H  0.5872  -1.5956  -2.0242  0.102
H  -0.3905  -3.8567  -3.9030  0.087
H  -0.9358  -2.2351  -3.6864  0.089
H  -1.1753  -3.4955  -2.3956  0.088
H  1.2460  -4.3562  -1.9146  0.113
C  -0.0645  0.0491  4.0617  -0.051
C  -1.3967  -0.1467  3.3358  -0.447
C  -2.2828  1.0758  3.4815  -0.051
O  -1.1720  -0.3626  1.9333  -0.088
H  0.5847  -0.8274  3.9726  0.071
H  -0.2262  0.1773  5.1312  0.088
H  0.4717  0.8940  3.6221  0.074
H  -1.9083  -1.0070  3.7658  0.143
H  -2.4262  1.3948  4.5192  0.091
H  -3.2924  0.9800  3.0771  0.091
H  -1.9066  1.9825  2.9959  0.058
H  -0.9598  0.4833  1.4865  0.042

Record 3
ORCA calculation (ωB97M-V/def2-TZVPD) on a 3-piece molecular cluster, C7H24NO4P2S4 overall.

Highest occupied orbital energy   -0.4063 Eh
Frontier orbital gap   7.39 eV
Charge   +1
Multiplicity   1

Each line ends with the Löwdin charge.
Cartesian coordinates (Å):
C  -2.9985  1.5258  -1.5446  -0.026
C  -2.3150  0.1869  -1.2391  -0.391
O  -2.2062  -0.0626  0.1664  -0.077
C  -0.8862  0.0743  -1.8025  -0.153
O  0.1142  0.1568  -0.7440  -0.537
S  0.2680  1.6036  -0.0780  0.733
P  2.2702  2.4481  -0.5320  0.580
N  2.1051  3.9742  -0.4059  -0.276
P  0.7014  0.9207  2.0034  0.191
S  1.5384  -0.7791  2.0827  0.260
H  -3.4727  1.9217  -0.6455  0.085
H  -2.3051  2.2842  -1.9112  0.072
H  -3.7747  1.3968  -2.2970  0.089
H  -2.8936  -0.6180  -1.7030  0.124
H  -3.0934  0.0212  0.5470  0.111
H  -0.6834  -0.8939  -2.2504  0.136
H  -0.7073  0.8438  -2.5558  0.123
H  3.1270  1.7668  0.3435  -0.021
H  2.4083  1.9119  -1.8182  0.002
H  2.6642  4.3674  0.3473  -0.005
H  1.4307  2.0646  2.3640  -0.052
H  -0.6005  1.0476  2.4962  -0.028
C  3.8430  2.5876  4.9541  -0.254
S  4.6805  2.3905  3.3866  0.861
O  3.5940  2.3520  2.3405  -0.669
C  5.1921  0.6928  3.6118  -0.255
H  3.4076  3.5845  4.9724  0.057
H  3.0676  1.8270  5.0463  0.060
H  4.5721  2.4931  5.7580  0.064
H  4.3131  0.0733  3.7896  0.045
H  5.8858  0.6414  4.4505  0.064
H  5.6963  0.3793  2.7003  0.058
C  -3.0235  -4.5194  -4.4384  -0.269
S  -4.3471  -3.8032  -3.4625  0.815
O  -4.0588  -2.3443  -3.3596  -0.571
C  -3.8633  -4.5358  -1.8970  -0.271
H  -3.1263  -4.1379  -5.4519  0.052
H  -2.0637  -4.2183  -4.0188  0.055
H  -3.1234  -5.6044  -4.4420  0.057
H  -2.8435  -4.2337  -1.6581  0.054
H  -3.9409  -5.6205  -1.9653  0.057
H  -4.5522  -4.1668  -1.1401  0.050